Record 1
Formula: C45H62O11P2V
Source: the Open Molecules 2025 dataset
Level of theory: ωB97M-V/def2-TZVPD

XYZ file:
```
121
C45H62O11P2V | the Open Molecules 2025 dataset | ωB97M-V/def2-TZVPD
V 0.899 1.578 -0.336
P -0.790 0.282 1.317
P -1.005 3.422 0.834
O 1.416 -3.299 0.469
O -2.301 4.212 0.375
O -2.186 -0.579 1.534
O 1.826 0.303 0.937
O 1.417 0.301 -1.638
O 0.006 -3.026 -1.293
O -0.115 3.345 -0.336
O -0.867 0.599 -0.281
O -3.247 -0.398 -0.845
O 2.996 2.445 -0.343
O -0.489 4.429 1.982
C 2.382 -1.508 2.372
C 4.100 3.122 -0.899
C -3.366 1.902 -1.704
C 3.124 -3.135 3.977
C 2.587 -2.381 5.007
C 1.862 -0.750 3.409
C 5.441 -2.237 -0.837
C -2.155 2.059 -2.454
C 0.466 -0.623 -1.973
C -2.682 -1.487 -2.975
C -0.944 0.002 -1.615
C 0.904 -1.417 -6.220
C 1.319 -0.216 -5.670
C -1.098 1.230 -2.469
C 5.875 -0.150 0.243
C 0.250 -2.165 -4.034
C -0.540 -4.701 0.371
C 0.682 4.349 2.799
C 0.359 3.688 4.136
C 3.661 -1.115 0.338
C 4.129 -2.196 -0.396
C 3.029 -2.700 2.668
C -1.646 1.928 1.668
C 1.182 -1.914 0.270
C -3.386 -2.523 2.123
C -2.184 -0.934 -1.616
C -4.051 -2.145 -2.775
C -4.505 3.929 1.361
C -3.269 4.814 1.239
C -3.769 0.828 -1.004
C 4.566 -0.114 0.689
C 0.898 -1.913 -1.235
C 1.380 -5.026 -1.235
C 2.257 -1.001 0.921
C 0.589 -0.933 -3.480
C 6.310 -1.200 -0.548
C -3.618 6.167 0.633
C -2.757 -0.517 -4.147
C 1.178 0.015 -4.313
C -2.274 -1.569 2.544
C -2.575 -0.911 3.888
C 0.565 -4.003 -0.427
C 1.964 -1.180 4.720
C 1.816 3.639 2.085
C 0.395 -2.401 -5.390
H -4.083 6.028 -0.339
H -1.266 -5.151 -0.299
H -4.293 3.022 1.920
H 2.665 -2.724 6.029
H -1.757 -0.247 4.156
H -4.818 -1.392 -2.601
H 1.556 -0.575 5.518
H 4.548 2.562 -1.724
H 0.114 -3.364 -5.794
H 0.946 5.403 2.974
H -4.857 3.654 0.370
H -3.079 -1.062 -5.035
H -0.252 1.493 -3.083
H -1.040 -3.978 1.009
H 1.765 0.541 -6.300
H -0.566 4.092 4.543
H -1.313 -2.103 2.625
H 3.461 -3.289 1.877
H -2.656 1.775 1.285
H 2.701 3.622 2.717
H -4.297 6.706 1.288
H -1.974 -2.268 -3.248
H 3.256 1.531 -0.126
H -4.324 -2.707 -3.667
H 0.265 2.611 4.018
H -0.091 -5.469 0.995
H 3.627 -4.067 4.195
H -2.816 4.959 2.226
H -1.907 -1.820 -1.029
H -3.500 -3.317 2.855
H -2.691 -1.657 4.669
H -2.098 2.957 -3.057
H -4.317 -1.967 2.038
H 0.239 -1.640 0.781
H 4.867 3.296 -0.130
H 3.485 -3.040 -0.584
H 1.011 -1.595 -7.280
H 2.046 4.158 1.155
H 1.526 2.608 1.846
H -5.291 4.473 1.878
H -2.712 6.751 0.497
H 1.984 -4.508 -1.979
H 4.237 0.659 1.374
H -4.675 0.889 -0.406
H -0.111 -2.961 -3.405
H 7.328 -1.226 -0.913
H -3.473 0.278 -3.953
H 2.031 -5.592 -0.572
H 5.791 -3.092 -1.402
H 3.753 4.091 -1.261
H -1.784 -0.084 -4.358
H 1.395 0.192 3.167
H 1.843 -2.169 -1.744
H -3.165 -2.955 1.149
H 1.164 3.888 4.837
H 6.563 0.633 0.533
H 0.698 -5.703 -1.746
H -3.489 -0.326 3.821
H -4.034 -2.823 -1.925
H -1.687 2.088 2.745
H -4.021 2.762 -1.679
H 1.569 0.922 -3.868
```

The calculation puts the orbital gap (alpha / beta) at 6.7 / 8.0 eV. Its molar mass is 891.9 g/mol. Its spin multiplicity is 4. As for the charge: 0. For the strongest force on any atom, the calculation gives 0.06323 hartree/bohr.

***

Record 2
Formula: C15H18Br9F9O6
Source: the Open Molecules 2025 dataset
Level of theory: ωB97M-V/def2-TZVPD

XYZ file:
```
57
C15H18Br9F9O6 | the Open Molecules 2025 dataset | ωB97M-V/def2-TZVPD
Br -0.483 3.239 2.340
Br 2.305 4.041 0.993
Br -0.648 1.355 -1.305
Br 1.632 -0.728 -5.621
Br 2.065 3.709 4.159
Br 0.734 -0.229 1.096
Br 2.392 0.447 -1.552
Br -0.811 1.280 -6.054
Br -1.228 -1.386 -4.405
F -6.808 0.412 -3.064
F -3.815 -3.175 3.196
F -5.188 -0.827 -3.811
F 6.648 -0.822 0.610
F 5.586 1.038 0.251
F 4.499 -0.838 0.376
F -6.367 0.384 -5.171
F -2.224 -4.521 3.789
F -4.197 -5.305 3.356
O -3.754 -4.302 0.653
O 6.401 0.672 2.873
O 4.307 -0.151 2.964
O -4.122 1.840 -4.738
O -1.702 -4.954 1.320
O -4.829 2.039 -2.614
C 0.668 0.035 -0.814
C -3.291 -4.392 2.998
C 6.347 1.183 4.226
C -4.811 1.506 -3.823
C -3.813 3.021 -2.362
C -2.943 -4.539 1.500
C -3.937 3.515 -0.939
C -0.887 -3.631 -0.563
C -5.832 0.356 -3.958
C 6.378 2.692 4.211
C 5.524 -0.151 0.876
C 1.440 3.112 2.440
C 5.320 0.108 2.383
C 0.018 0.003 -4.860
C -1.237 -5.013 -0.035
H 7.361 3.120 4.035
H 0.347 -0.905 -1.238
H -0.199 -3.108 0.102
H 5.980 3.041 5.169
H -2.830 2.597 -2.566
H 0.294 0.552 -3.972
H -3.143 4.227 -0.725
H -1.991 -5.451 -0.689
H -0.360 -5.653 -0.034
H -4.922 3.949 -0.778
H -1.779 -3.000 -0.629
H -3.952 3.862 -3.046
H -3.810 2.686 -0.237
H 5.705 3.122 3.466
H 5.517 0.756 4.779
H 7.262 0.812 4.691
H -0.520 -3.705 -1.587
H 1.704 2.071 2.338
```

The calculation puts the orbital gap at 9.9 eV. Its molar mass is 1184.4 g/mol. The calculation puts the energy above the lowest of the compared OMol25 structures with the same formula, charge and spin at 0.0 kcal per mole. Its spin multiplicity is 1. As for the charge: 0. For the strongest force on any atom, the calculation gives 0.01892 hartree/bohr.

***

Record 3
Formula: C2H6Se
Source: the Open Molecules 2025 dataset
Level of theory: ωB97M-V/def2-TZVPD

XYZ file:
```
9
C2H6Se | the Open Molecules 2025 dataset | ωB97M-V/def2-TZVPD
Se -2.020 -0.073 -0.068
C -0.150 -0.538 0.276
C 0.829 0.592 0.076
H 0.551 1.465 0.659
H 1.826 0.279 0.369
H 0.090 -1.412 -0.330
H -0.084 -0.972 1.510
H 0.854 0.874 -0.976
H -1.895 -0.214 -1.515
```

As for the structure (SMILES): CC[SeH]. The calculation puts the orbital gap at 9.7 eV. Its molar mass is 109.0 g/mol. The calculation puts the energy above the lowest of the compared OMol25 structures with the same formula, charge and spin at 0.8 kcal per mole. Its spin multiplicity is 1. As for the charge: 0. For the strongest force on any atom, the calculation gives 0.07737 hartree/bohr.

***

Record 4
Formula: C28H23ClN6O6S3Zr
Source: the Open Molecules 2025 dataset
Level of theory: ωB97M-V/def2-TZVPD

XYZ file:
```
68
C28H23ClN6O6S3Zr | the Open Molecules 2025 dataset | ωB97M-V/def2-TZVPD
Zr 0.010 -0.481 0.206
Cl 6.202 -0.094 -0.731
S 0.266 2.269 0.379
S -1.662 -1.891 -1.155
S 0.529 2.507 2.397
O 3.700 0.985 -4.531
O 5.718 0.636 -3.687
O 1.293 0.875 -3.799
O -3.535 1.299 1.008
O 0.208 0.298 -1.934
O -1.642 0.160 1.297
N 0.946 -2.363 -0.239
N 0.845 -2.863 -1.543
N 2.384 0.040 -0.575
N 3.619 -0.163 -0.098
N -0.569 -2.909 -3.367
N 0.592 -1.434 2.061
C 3.567 0.064 3.575
C 4.205 -1.118 3.920
C 1.241 0.532 -2.598
C -2.487 1.092 1.592
C 3.881 0.365 -2.235
C 2.059 -4.512 0.423
C 0.481 -2.256 -5.484
C 3.833 -0.496 1.274
C -1.011 2.451 3.269
C -3.314 1.939 3.737
C 1.437 -3.182 0.740
C -0.323 -2.619 -2.046
C 0.291 -0.981 3.319
C -0.943 3.069 4.526
C 4.651 -1.991 2.937
C -2.217 1.859 2.876
C 3.390 0.387 2.236
C 1.313 -2.871 4.421
C 4.448 -1.694 1.598
C 1.626 -3.375 3.207
C 1.261 -2.691 2.002
C 0.478 -3.225 -4.309
C 4.539 0.038 -1.065
C 4.513 0.666 -3.547
C 2.519 0.344 -1.848
C 0.611 -1.613 4.476
C -3.233 2.531 4.983
C -2.026 3.095 5.382
H 0.313 -1.172 5.418
H 0.384 -4.257 -4.672
H 1.271 -2.511 -6.194
H -1.935 3.571 6.352
H 3.182 0.727 4.337
H 4.319 -1.381 4.964
H 4.743 -2.381 0.816
H 2.887 1.296 1.937
H 2.152 -4.319 3.117
H -0.473 -2.292 -6.019
H -0.249 -0.046 3.352
H 1.547 -5.328 0.940
H 3.115 -4.549 0.714
H -4.097 2.556 5.635
H -1.440 -2.555 -3.719
H 2.707 0.965 -4.254
H 1.995 -4.692 -0.648
H 0.636 -1.234 -5.136
H -0.010 3.541 4.813
H -4.244 1.506 3.392
H 1.418 -3.165 -3.761
H 5.114 -2.930 3.212
H 1.581 -3.400 5.329
```

The calculation puts the orbital gap at 4.5 eV. Its molar mass is 762.4 g/mol. The calculation puts the energy above the lowest of the compared OMol25 structures with the same formula, charge and spin at 11.4 kcal per mole. Its spin multiplicity is 1. As for the charge: -2. For the strongest force on any atom, the calculation gives 0.01067 hartree/bohr.

***

Question: The highest strongest force on any atom belongs to which entry?
Answer: C2H6Se

***

Question: Look up the charge of the second one.
Answer: 0

***

Question: Which value of strongest force on any atom does entry 4 give?
Answer: 0.01067 hartree/bohr

***

Question: charge of number 1 (C45H62O11P2V)?
Answer: 0